Model P:
C3H3CsLiO3 | ωB97M-V/def2-TZVPD

Positions of all 11 atoms, in Å:
H (0.25396, 3.31148, -0.22841)
C (0.83792, 1.71883, -0.03723)
C (0.14323, 0.40699, -0.00323)
O (1.12537, -0.61507, -0.03734)
C (0.72563, -1.90842, -0.11972)
O (-0.50927, -2.09984, -0.13016)
O (0.12059, 2.63390, 0.54727)
Cs (0.34785, -6.76456, -0.33875)
H (-0.53341, 0.36020, -0.87751)
H (-0.50151, 0.29010, 0.88703)
Li (-2.01035, 2.66639, 0.33804)

Molecular weight ... 226.90 g mol⁻¹
2S+1 ... 1
Lowest unoccupied orbital energy (spin up / spin down) ... -4.34 / -4.34 eV
HOMO-LUMO gap (spin up / spin down) ... 3.66 / 3.66 eV
Charge ... +1

Model Q:
C3H3CsLiO3 | ωB97M-V/def2-TZVPD

Positions of all 11 atoms, in Å:
H (0.43310, 0.97480, 1.60111)
C (0.72257, -0.07753, 1.32360)
C (1.75849, -0.40825, 2.35911)
O (2.86787, -0.85360, 2.10647)
O (1.06036, -0.26965, 0.03460)
H (-0.17141, -0.65987, 1.68542)
H (1.46354, -0.22488, 3.41877)
Cs (3.81560, -1.37427, -0.98672)
C (-3.01184, 0.95189, -2.78503)
O (-3.85151, 0.93097, -3.54774)
Li (-5.08678, 1.01040, -5.20960)

Molecular weight ... 226.90 g mol⁻¹
2S+1 ... 1
Lowest unoccupied orbital energy ... -5.12 eV
HOMO-LUMO gap ... 3.33 eV
Charge ... +1

Stability, lowest: model P

Model P:
C4H4BrN | ωB97M-V/def2-TZVPD

Positions of all 10 atoms, in Å:
C (0.91542, -1.23818, 1.31009)
C (0.47700, -0.03876, 0.87896)
C (1.22918, 0.44258, 2.16569)
C (-0.16451, 0.65024, -0.31439)
N (1.67486, -0.67424, 2.57491)
Br (1.80074, 2.41697, 2.70440)
H (0.87103, -2.33993, 0.97276)
H (-1.21189, 0.66774, -0.25511)
H (0.04964, 0.14962, -1.35727)
H (0.18369, 1.69183, -0.41597)

Molecular weight ... 145.99 g mol⁻¹
2S+1 ... 3
Lowest unoccupied orbital energy (spin up / spin down) ... 0.19 / -2.21 eV
HOMO-LUMO gap (spin up / spin down) ... 7.34 / 8.12 eV
Charge ... 0

Model Q:
C4H4BrN | ωB97M-V/def2-TZVPD

Positions of all 10 atoms, in Å:
C (0.95876, -0.30326, 0.41750)
C (0.17390, 0.87374, 0.74868)
C (0.41377, -1.21529, -0.34478)
C (-0.68725, 1.24167, -0.14558)
N (0.18787, -2.09651, -1.16210)
Br (-1.95681, 2.62768, -0.14793)
H (1.90442, -0.64504, 0.86171)
H (0.35233, 1.63246, 1.51735)
H (-0.90328, 0.61583, -1.04490)
H (-0.44372, -2.73129, -0.69994)

Molecular weight ... 145.99 g mol⁻¹
2S+1 ... 3
Lowest unoccupied orbital energy (spin up / spin down) ... 0.74 / -2.38 eV
HOMO-LUMO gap (spin up / spin down) ... 5.88 / 7.82 eV
Charge ... 0

Stability, lowest: model P

Model P:
CCl2O2S | ωB97M-V/def2-TZVPD

Positions of all 6 atoms, in Å:
C (-0.58142, 0.40887, -0.66516)
O (1.70095, 0.68905, 0.70807)
O (1.46963, -1.44802, -0.46641)
S (0.85343, -0.37405, 0.23855)
Cl (-2.42635, -1.09423, 0.22854)
Cl (-1.01624, 1.81838, -0.04359)

Molecular weight ... 146.98 g mol⁻¹
2S+1 ... 1
Lowest unoccupied orbital energy (spin up / spin down) ... -3.45 / -3.55 eV
HOMO-LUMO gap (spin up / spin down) ... 7.16 / 6.94 eV
Charge ... 0

Model Q:
CCl2O2S | ωB97M-V/def2-TZVPD

Positions of all 6 atoms, in Å:
C (-2.35444, -0.51805, 0.44100)
O (-2.60722, -1.44206, -0.24833)
O (1.16575, 0.99529, -0.74964)
S (2.09464, 0.73026, 0.32455)
Cl (-1.69823, 1.04913, 0.17822)
Cl (3.39949, -0.81457, 0.05419)

Molecular weight ... 146.98 g mol⁻¹
2S+1 ... 1
Lowest unoccupied orbital energy (spin up / spin down) ... -1.63 / -1.01 eV
HOMO-LUMO gap (spin up / spin down) ... 7.38 / 8.39 eV
Charge ... 0

Model R:
CCl2O2S | ωB97M-V/def2-TZVPD

Positions of all 6 atoms, in Å:
C (1.85794, 0.07237, -0.84583)
O (0.75605, -0.42576, -0.86126)
O (-2.72443, 0.03574, -0.93903)
S (-1.80770, -0.37006, 0.15053)
Cl (2.44449, 1.63977, -0.45384)
Cl (-1.74608, -2.48376, 0.11856)

Molecular weight ... 146.98 g mol⁻¹
2S+1 ... 1
Lowest unoccupied orbital energy (spin up / spin down) ... -1.37 / -1.53 eV
HOMO-LUMO gap (spin up / spin down) ... 8.23 / 7.70 eV
Charge ... 0

Stability, lowest: model P

Model P:
CH5INP | ωB97M-V/def2-TZVPD

Positions of all 9 atoms, in Å:
C (0.72764, 1.16127, 0.09133)
N (-0.18863, -0.23748, 0.55193)
P (-1.33660, -0.40717, -0.63745)
I (0.94017, -1.85496, 1.25789)
H (-0.03012, 1.80981, 0.42770)
H (1.55530, 1.15804, 0.67408)
H (1.00324, 1.17326, -0.95903)
H (-0.72087, -1.47412, -1.47977)
H (-1.95014, -1.32865, 0.07333)

Molecular weight ... 188.94 g mol⁻¹
2S+1 ... 1
Lowest unoccupied orbital energy ... -0.47 eV
HOMO-LUMO gap ... 8.50 eV
Charge ... 0

Model Q:
CH5INP | ωB97M-V/def2-TZVPD

Positions of all 9 atoms, in Å:
H (1.73823, 1.13052, 0.71614)
P (0.97995, 0.43110, -0.20451)
N (-0.42429, 1.13668, -0.06037)
C (-1.66306, 0.74984, -0.73878)
H (-1.45078, 0.18114, -1.64188)
H (-2.45138, 0.40352, -0.06224)
H (-1.98294, 1.62562, -1.15364)
I (4.57405, -0.38572, 0.25136)
H (3.10479, -0.08550, -0.27202)

Molecular weight ... 188.94 g mol⁻¹
2S+1 ... 1
Lowest unoccupied orbital energy ... -0.59 eV
HOMO-LUMO gap ... 8.50 eV
Charge ... 0
SMILES ... [H]/P=N/C.I

Stability, lowest: model P